# 1
The following is a quantum chemistry calculation of a molecular structure, C23H23ClN2OPY, from the OMol25 dataset.

The geometry in ORCA input format:
```
! RIJCOSX wB97M-V def2-TZVPD def2/J DEFGRID3
* xyz 2 1
Y -0.9767 1.3967 0.1684
Cl 0.8179 3.0056 -0.6474
C -1.7359 0.6350 -2.0712
O -2.0493 0.5021 -3.1655
P 0.7835 -0.7020 -0.0492
C 0.2342 -2.3454 0.5024
C 1.4488 -0.9184 -1.7338
C 2.2303 -0.2247 0.9722
C 2.5419 -0.1171 -2.1223
C 3.0889 -0.2776 -3.3903
C 2.4794 -1.1618 -4.2891
C 1.3226 -1.8738 -3.9408
C 0.7767 -1.7322 -2.6647
H 2.9873 0.5832 -1.4077
H 3.9968 0.2751 -3.6459
H 2.9138 -1.2872 -5.2778
H 0.8487 -2.5529 -4.6512
H -0.1383 -2.2604 -2.3678
C -1.1405 -2.6557 0.5050
C -1.5426 -3.9202 0.8999
C -0.5792 -4.8573 1.3008
C 0.7817 -4.5377 1.3239
C 1.1930 -3.2648 0.9353
H -1.8957 -1.9164 0.1931
H -2.6019 -4.1725 0.8811
H -0.8891 -5.8517 1.6006
H 1.5516 -5.2437 1.6367
H 2.2463 -2.9879 0.9574
C 3.4236 -0.9351 0.7820
C 4.5306 -0.6421 1.5790
C 4.4543 0.3959 2.5135
C 3.2831 1.1508 2.6659
C 2.1763 0.8531 1.8872
H 3.4776 -1.7223 0.0215
H 5.4294 -1.2460 1.4434
H 5.3195 0.6206 3.1289
H 3.2306 1.9693 3.3891
H 1.2779 1.4743 1.9977
H -2.2342 -0.2459 0.7873
H -0.6878 1.0354 2.1202
C -5.7989 4.1082 1.4358
N -4.5611 3.7797 0.7656
C -3.9218 4.5674 -0.1985
C -2.8009 3.8888 -0.5669
N -2.7708 2.7028 0.1615
C -3.8445 2.6636 0.9656
H -5.6726 5.0516 1.9757
H -6.5876 4.2274 0.6866
H -6.0523 3.3010 2.1315
H -4.2952 5.5191 -0.5346
H -1.9876 4.1005 -1.2546
H -4.0814 1.8458 1.6644
*
```

Computed properties:
Total energy (hartree): -1914.21453
Energy relative to the best compared isomer or geometry (same formula, charge and spin) (kJ/mol): 385.9
Frontier orbital gap (spin up / spin down) (eV): 5.78 / 4.56

natural (NBO) atomic charge list, values in e, 6 entries: 1.5003 -0.5587 0.5224 -0.3418 0.9466 -0.2945

# 2
The following is a quantum chemistry calculation of a molecular structure, C30H27B3F4N5O8TeTi, from the OMol25 dataset.

The geometry in ORCA input format:
```
! RIJCOSX wB97M-V def2-TZVPD def2/J DEFGRID3
* xyz -1 1
Ti 0.2463 0.5519 0.6371
C 0.4081 4.8562 1.3663
C 0.6059 3.3875 1.4794
N 0.6871 2.6273 0.4578
O 0.6054 3.1786 -0.7653
B 1.7993 2.8177 -1.5966
F 2.9506 3.2894 -0.9480
F 1.6184 3.3555 -2.8365
O 1.9610 1.3302 -1.7901
N 1.9451 0.6143 -0.6535
C 2.9260 -0.1888 -0.4513
C 4.0652 -0.3503 -1.3949
C 2.8015 -0.9575 0.8006
N 1.7095 -0.7348 1.4394
O 1.5432 -1.3827 2.6186
B 1.6521 -0.5295 3.8395
F 2.9923 -0.1296 3.9796
F 1.2229 -1.3084 4.8882
O 0.8016 0.6992 3.8399
N 0.6771 1.3820 2.6789
C 0.6910 2.6630 2.7705
C 0.8213 3.3967 4.0602
C 3.8359 -1.9072 1.2934
H 0.9375 5.2264 0.4909
H 0.7364 5.3811 2.2597
H -0.6580 5.0474 1.2174
H 4.0765 0.4825 -2.0913
H 3.9485 -1.2795 -1.9580
H 5.0129 -0.3940 -0.8602
H 1.1454 2.7154 4.8400
H -0.1473 3.8190 4.3387
H 1.5321 4.2166 3.9641
H 4.7975 -1.7299 0.8206
H 3.5203 -2.9289 1.0678
H 3.9253 -1.8141 2.3735
O -2.8451 2.0595 2.7082
C -2.1826 1.2258 2.1238
O -1.5898 1.3667 0.9873
C -2.0204 -0.1697 2.6913
C -2.6671 -0.5286 3.8875
C -2.5369 -1.8056 4.3347
C -1.7886 -2.7350 3.5773
C -1.6517 -4.0901 3.9606
C -0.9323 -4.9576 3.1933
C -0.3105 -4.5037 2.0097
C -0.4129 -3.1998 1.6242
C -1.1597 -2.2815 2.3975
N -1.2767 -0.9837 1.9809
H -3.2349 0.2308 4.4045
H -3.0039 -2.1301 5.2572
H -2.1321 -4.4225 4.8731
H -0.8333 -5.9940 3.4893
H 0.2621 -5.1972 1.4067
H 0.0819 -2.8423 0.7331
Te -2.6038 2.4535 -1.7903
C -2.1841 2.8846 -3.8095
C -2.1313 1.8607 -4.7596
C -1.8389 2.1350 -6.0886
C -1.5822 3.4384 -6.4929
C -1.6190 4.4641 -5.5581
C -1.9179 4.1898 -4.2303
H -2.3105 0.8402 -4.4440
H -1.8008 1.3258 -6.8096
H -1.3454 3.6519 -7.5289
H -1.4054 5.4827 -5.8620
H -1.9379 4.9916 -3.5032
O -1.6124 -1.2044 -1.6012
B -0.3695 -1.0252 -0.9931
O 0.4867 -2.0767 -1.4120
C -0.2508 -2.8657 -2.2509
C 0.1158 -4.0165 -2.9102
C -0.8566 -4.6226 -3.7060
C -2.1332 -4.0833 -3.8223
C -2.4932 -2.9171 -3.1473
C -1.5261 -2.3302 -2.3638
H 1.1129 -4.4260 -2.8146
H -0.6112 -5.5291 -4.2441
H -2.8633 -4.5797 -4.4481
H -3.4815 -2.4854 -3.2256
*
```

Computed properties:
Total energy (hartree): -3627.06559
Energy relative to the best compared isomer or geometry (same formula, charge and spin) (kJ/mol): 291.3
Frontier orbital gap (spin up / spin down) (eV): 3.57 / 3.62

Löwdin atomic charge list, values in e, 6 entries: 1.1369 0.0340 -0.2031 -0.0365 0.0195 -1.0951

# 3
The following is a quantum chemistry calculation of a molecular structure, C52H74BaN4O3S2, from the OMol25 dataset.

The geometry in ORCA input format:
```
! RIJCOSX wB97M-V def2-TZVPD def2/J DEFGRID3
* xyz 0 1
Ba -0.2709 0.2271 0.1913
C 2.2319 -2.9297 -1.8543
N 2.1567 -2.0722 -0.6827
C 2.1997 -2.8806 0.5251
C 3.2591 -1.1118 -0.7577
C 3.4152 -0.1983 0.4424
N 2.4272 0.8721 0.5876
C 2.5954 1.8361 -0.5315
C 2.0384 3.2171 -0.3094
C 2.9213 4.2767 -0.1738
C 2.4888 5.5758 0.0579
C 1.1145 5.7648 0.1701
C 0.1812 4.7401 0.0434
C 0.6440 3.4332 -0.2381
O -0.1638 2.4045 -0.3944
C -1.3078 4.9911 0.2879
C -2.1404 4.5926 -0.9413
C -1.6020 6.4650 0.5762
C -1.7524 4.1840 1.5175
C 3.5083 6.7102 0.1761
C 4.5226 6.3937 1.2850
C 2.8489 8.0499 0.5043
C 4.2595 6.8587 -1.1544
C 2.6425 1.4975 1.9141
C 1.5001 2.1306 2.6820
C 1.7075 3.3965 3.2060
C 0.8661 3.9540 4.1621
C -0.1824 3.1609 4.6116
C -0.4590 1.8919 4.1076
C 0.3654 1.3737 3.0774
O 0.0938 0.2347 2.4660
C -1.6487 1.0836 4.6397
C -2.6947 0.9040 3.5329
C -1.1833 -0.2938 5.1355
C -2.3483 1.7704 5.8164
C 1.1277 5.3650 4.6871
C 0.1393 5.7717 5.7797
C 2.5464 5.4460 5.2681
C 1.0007 6.3667 3.5333
H 3.1858 -3.4813 -1.8967
H 2.1456 -2.3290 -2.7610
H 1.4180 -3.6554 -1.8429
H 3.1919 -3.3310 0.6948
H 1.4772 -3.6923 0.4305
H 1.9295 -2.2942 1.4043
H 3.1286 -0.5331 -1.6750
H 4.2154 -1.6557 -0.8670
H 4.4301 0.2337 0.3955
H 3.3884 -0.8018 1.3488
H 2.1523 1.3923 -1.4304
H 3.6755 1.9533 -0.7156
H 3.9850 4.0685 -0.2491
H 0.7510 6.7587 0.3856
H -1.8119 5.1513 -1.8216
H -3.1961 4.8288 -0.7716
H -2.0407 3.5301 -1.1553
H -1.3260 7.1062 -0.2642
H -1.0794 6.8220 1.4661
H -2.6735 6.5878 0.7511
H -1.6372 3.1136 1.3509
H -2.7997 4.3979 1.7550
H -1.1497 4.4435 2.3916
H 4.0277 6.3057 2.2540
H 5.2693 7.1891 1.3572
H 5.0497 5.4581 1.0910
H 2.3063 8.0120 1.4511
H 2.1515 8.3576 -0.2776
H 3.6154 8.8234 0.5894
H 4.7883 5.9405 -1.4156
H 4.9946 7.6658 -1.0927
H 3.5647 7.0864 -1.9653
H 3.4505 2.2376 1.8308
H 3.0201 0.7017 2.5621
H 2.5647 3.9578 2.8428
H -0.8287 3.5560 5.3796
H -2.2775 0.3459 2.6977
H -3.0385 1.8760 3.1668
H -3.5661 0.3597 3.9137
H -0.6631 -0.8356 4.3487
H -2.0443 -0.8810 5.4709
H -0.5034 -0.1802 5.9832
H -2.8056 2.7189 5.5265
H -1.6619 1.9580 6.6444
H -3.1457 1.1195 6.1835
H 0.2129 5.1233 6.6556
H -0.8911 5.7430 5.4189
H 0.3514 6.7938 6.1015
H 2.6791 4.7132 6.0665
H 2.7377 6.4419 5.6774
H 3.3004 5.2478 4.5044
H -0.0239 6.3853 3.1527
H 1.6475 6.0938 2.6996
H 1.2637 7.3759 3.8653
C -1.2898 -3.1767 1.5087
C -1.2928 -3.2252 0.0120
N -0.9133 -2.2492 -0.7529
C -1.0034 -2.5557 -2.0897
C -1.4783 -3.8070 -2.3407
S -1.7942 -4.6199 -0.8701
C -0.5673 -1.5752 -3.0992
C -0.4201 -1.8467 -4.4241
S 0.0916 -0.4421 -5.2525
C 0.0846 0.4350 -3.7752
N -0.2676 -0.2726 -2.7422
C 0.4525 1.8813 -3.6888
H -0.9906 -2.1983 1.8962
H -0.5948 -3.9165 1.9097
H -2.2809 -3.4066 1.9005
H -1.6544 -4.2787 -3.2928
H -0.5748 -2.7840 -4.9316
H -0.0487 2.4606 -4.4641
H 1.5290 2.0143 -3.8126
H 0.1654 2.2565 -2.7052
C -8.7861 0.7718 3.3178
C -7.5305 0.7586 2.4934
C -7.2100 1.8197 1.6588
C -6.0463 1.8237 0.9021
C -5.7742 3.0099 0.0119
C -5.1681 0.7291 1.0031
C -3.9037 0.7889 0.2677
O -3.0099 -0.0391 0.3342
C -5.4821 -0.3665 1.8337
C -4.5887 -1.5645 1.9876
C -6.6629 -0.3269 2.5571
H -9.3927 1.6504 3.1046
H -8.5474 0.7746 4.3828
H -9.3884 -0.1166 3.1218
H -7.8842 2.6658 1.5916
H -6.6202 3.6945 0.0408
H -5.6188 2.7211 -1.0284
H -4.8885 3.5607 0.3291
H -3.7643 1.6637 -0.3859
H -3.6750 -1.2944 2.5193
H -4.2801 -1.9699 1.0240
H -5.1082 -2.3389 2.5518
H -6.9105 -1.1657 3.1987
*
```

Computed properties:
Total energy (hartree): -3292.64168
Energy relative to the best compared isomer or geometry (same formula, charge and spin) (kJ/mol): 52.1
Frontier orbital gap (eV): 6.29

Löwdin atomic charge list, values in e, 6 entries: 2.0158 -0.0984 -0.2673 -0.0918 -0.1978 -0.2030